Model w:
This record from the Open Molecules 2025 dataset describes 11 unconnected molecules or ions with the total composition C6H29NO10. The level of theory is ωB97M-V/def2-TZVPD.

structure (SMILES) = Cc1cc[nH]c1C.O.O.O.O.O.O.O.O.O.O
HOMO = -7.75 eV
E_LUMO = 0.341 eV

Each line ends with the Mulliken charge.
Atoms and positions in Å:
C (1.67, -1.37, 0.67)  -0.435
C (2.06, -2.67, 0.78)  -0.958
N (1.61, -3.33, -0.34)  -0.007
C (0.60, -2.58, -0.92)  -0.566
C (0.66, -1.33, -0.35)  1.008
C (-0.06, -0.11, -0.80)  -0.108
C (-0.18, -3.09, -2.08)  -1.452
H (2.24, -0.63, 1.21)  0.693
H (2.71, -3.28, 1.39)  0.478
H (1.77, -4.28, -0.62)  0.198
H (0.44, 0.84, -0.60)  -0.348
H (-0.15, 0.13, -1.86)  0.587
H (-1.00, -0.09, -0.24)  -0.199
H (-0.45, -2.24, -2.69)  0.324
H (-0.91, -3.85, -1.81)  0.314
H (0.48, -3.78, -2.63)  0.404
H (0.25, -1.78, 3.79)  0.272
H (0.08, -0.82, 2.63)  0.337
O (-0.15, -1.71, 2.91)  -0.578
H (-3.06, 1.32, -2.99)  0.262
H (-1.53, 1.48, -2.75)  0.302
O (-2.26, 0.89, -2.68)  -0.543
H (2.28, 2.38, 2.52)  0.281
H (1.13, 1.92, 1.62)  0.301
O (2.07, 1.77, 1.81)  -0.611
H (-2.92, -0.66, -0.93)  0.333
H (-3.92, -0.29, 0.15)  0.356
O (-3.74, -0.96, -0.51)  -0.709
H (2.62, 2.20, -0.80)  0.492
H (2.93, 2.94, -1.99)  0.280
O (2.15, 2.80, -1.43)  -0.679
H (-2.16, -1.56, 2.59)  0.334
H (-2.47, -1.15, 1.26)  0.298
O (-2.75, -0.91, 2.16)  -0.634
H (3.14, 1.17, 0.49)  0.301
H (3.78, 0.22, -0.58)  0.349
O (3.71, 1.14, -0.30)  -0.728
H (-0.50, 3.60, -1.94)  0.233
H (0.13, 2.24, -1.84)  0.401
O (-0.57, 2.78, -1.44)  -0.611
H (-1.94, 2.40, -0.39)  0.417
H (-2.91, 3.12, 0.57)  0.253
O (-2.51, 2.26, 0.38)  -0.557
H (-1.12, 1.49, 2.18)  0.297
H (-0.89, 1.62, 3.60)  0.290
O (-0.40, 1.76, 2.78)  -0.672

---

Model x:
This record from the Open Molecules 2025 dataset describes 10 unconnected molecules or ions with the total composition C6H29NO10. The level of theory is ωB97M-V/def2-TZVPD.

structure (SMILES) = CN/C=C/CCC=O.O.O.O.O.O.O.O.O.O
HOMO = -7.73 eV
E_LUMO = 0.397 eV

Each line ends with the Mulliken charge.
Atoms and positions in Å:
O (2.84, -0.13, -2.42)  -0.637
C (2.54, -1.30, -2.32)  -0.048
C (1.62, -1.84, -1.28)  -0.421
C (0.41, -2.51, -1.98)  -0.811
C (-0.76, -1.58, -2.20)  -0.420
C (-0.67, -0.25, -2.27)  0.311
N (-1.67, 0.65, -2.56)  -0.140
C (-3.02, 0.23, -2.73)  -1.016
H (2.95, -2.00, -3.07)  0.396
H (1.29, -1.04, -0.62)  0.157
H (2.14, -2.60, -0.69)  0.337
H (0.05, -3.36, -1.40)  0.403
H (0.75, -2.90, -2.95)  0.343
H (-1.71, -2.10, -2.31)  0.275
H (0.27, 0.24, -2.10)  -0.105
H (-1.49, 1.57, -2.17)  0.337
H (-3.58, 1.00, -3.24)  0.339
H (-3.52, 0.03, -1.79)  0.300
H (-3.09, -0.66, -3.34)  0.340
H (-2.12, 0.98, 3.99)  0.279
H (-0.79, 0.24, 3.55)  0.475
O (-1.57, 0.82, 3.22)  -0.876
H (2.37, 2.20, 0.46)  0.466
H (1.48, 2.47, 1.66)  0.395
O (2.35, 2.14, 1.43)  -0.847
H (2.35, 1.31, -1.65)  0.503
H (2.70, 2.80, -1.71)  0.279
O (2.11, 2.19, -1.28)  -0.793
H (-2.26, -0.70, 0.56)  0.350
H (-2.30, -0.30, 2.08)  0.465
O (-2.60, -0.98, 1.43)  -0.786
H (-0.77, 3.69, 2.21)  0.290
H (-0.91, 2.13, 2.28)  0.445
O (-0.53, 2.87, 1.73)  -0.780
H (-0.65, -3.34, 1.57)  0.277
H (-1.80, -2.41, 1.98)  0.453
O (-1.18, -3.09, 2.32)  -0.702
H (-0.66, 2.90, -0.08)  0.433
H (0.34, 2.67, -1.24)  0.431
O (-0.58, 2.91, -1.05)  -0.798
H (2.46, 0.60, 1.98)  0.487
H (3.32, -0.28, 2.85)  0.308
O (2.53, -0.33, 2.32)  -0.748
H (-0.05, -1.60, 3.54)  0.394
H (1.10, -0.56, 3.37)  0.442
O (0.31, -0.77, 3.94)  -0.782

---

Bottom line: model x, by a margin of 1.948 eV.

---

Model w:
This record from the Open Molecules 2025 dataset describes a gas-phase ion, C5H10N (charge +1). The level of theory is ωB97M-V/def2-TZVPD.

charge = +1
structure (SMILES) = C[N@@H+]1C=CCC1
HOMO = -14.65 eV
E_LUMO = -3.151 eV

Each line ends with the Mulliken charge.
Atoms and positions in Å:
C (-1.59, -0.75, -0.07)  -0.285
C (-0.35, -1.11, 0.09)  -0.625
C (-1.76, 0.68, 0.00)  -0.377
C (-0.09, 1.18, 0.10)  -0.580
C (2.01, -0.19, -0.26)  -0.861
N (0.62, -0.17, 0.40)  0.104
H (-2.09, -1.62, -0.44)  0.366
H (-0.17, -2.12, 0.06)  0.494
H (-2.40, 0.99, -0.95)  0.324
H (-2.27, 0.84, 0.99)  0.268
H (0.15, 1.49, -0.92)  0.310
H (0.15, 2.01, 0.80)  0.392
H (1.79, -0.43, -1.29)  0.423
H (2.68, 0.65, 0.00)  0.341
H (2.59, -1.15, 0.09)  0.321
H (0.73, -0.31, 1.40)  0.385

---

Model x:
This record from the Open Molecules 2025 dataset describes a gas-phase ion, C5H10N (charge +1). The level of theory is ωB97M-V/def2-TZVPD.

charge = +1
structure (SMILES) = C=C(C)[N+](=C)C
HOMO = -14.41 eV
E_LUMO = -5.110 eV

Each line ends with the Mulliken charge.
Atoms and positions in Å:
C (-0.61, 0.55, -1.58)  -0.133
C (1.08, -1.02, 0.96)  -0.923
C (-0.02, -0.66, 0.30)  0.710
C (-1.35, -1.21, 0.58)  -1.549
C (1.03, 1.51, -0.13)  -0.961
N (0.11, 0.57, -0.53)  0.264
H (-1.26, -0.33, -1.70)  0.314
H (-0.56, 1.41, -2.31)  0.271
H (1.94, -0.40, 0.88)  0.382
H (0.91, -1.97, 1.43)  0.308
H (-2.14, -0.68, 0.07)  0.401
H (-1.55, -1.19, 1.60)  0.391
H (-1.53, -2.27, 0.48)  0.379
H (1.11, 1.54, 1.00)  0.406
H (2.03, 1.55, -0.56)  0.408
H (0.82, 2.59, -0.49)  0.331

---

Model y:
This record from the Open Molecules 2025 dataset describes a gas-phase ion, C5H10N (charge +1). The level of theory is ωB97M-V/def2-TZVPD.

charge = +1
HOMO (spin up / spin down) = -13.22 / -13.22 eV
E_LUMO (spin up / spin down) = -4.303 / -4.303 eV

Each line ends with the Mulliken charge.
Atoms and positions in Å:
C (1.93, 0.43, -0.43)  -0.066
C (1.49, -0.81, 0.25)  -0.763
C (-0.90, 0.49, -0.55)  0.048
C (0.50, 0.87, -0.44)  -0.013
C (-1.51, -0.90, -0.17)  -1.266
N (-0.42, 1.29, 0.59)  -0.219
H (2.61, 1.06, 0.18)  0.274
H (2.21, 0.22, -1.43)  0.217
H (1.01, -1.60, -0.32)  0.297
H (1.15, -0.90, 1.29)  0.385
H (-1.40, 1.14, -1.29)  0.444
H (-1.46, -1.00, 0.94)  0.347
H (-0.95, -1.65, -0.60)  0.342
H (-2.57, -0.83, -0.36)  0.345
H (-0.72, 2.32, 0.51)  0.346
H (-0.44, 0.82, 1.46)  0.281

---

Bottom line: model x, by a margin of 0.072 eV.

---

Model w:
This record from the Open Molecules 2025 dataset describes a molecular structure, C5H10N. The level of theory is ωB97M-V/def2-TZVPD.

charge = +1
HOMO = -14.81 eV
E_LUMO = -3.520 eV

Each line ends with the Mulliken charge.
Atoms and positions in Å:
C (-1.44, 0.95, -0.16)  -0.860
C (-0.24, -0.03, -0.07)  0.467
C (1.20, 0.40, -0.39)  -0.050
C (-1.14, -1.06, 0.05)  -0.666
C (2.25, -0.64, 0.06)  -1.343
N (-2.37, -0.21, 0.02)  -0.032
H (-1.38, 1.63, 0.67)  0.332
H (-1.53, 1.50, -1.06)  0.360
H (1.12, 0.58, -1.53)  0.284
H (1.13, 1.39, 0.21)  0.316
H (-1.03, -2.02, 0.52)  0.378
H (2.26, -1.36, -0.68)  0.362
H (1.90, -1.03, 0.99)  0.367
H (3.18, -0.23, 0.10)  0.426
H (-2.80, -0.09, 0.98)  0.373
H (-2.95, -0.23, -0.74)  0.286

---

Model x:
This record from the Open Molecules 2025 dataset describes 2 unconnected molecules or ions with the total composition C5H10N. The level of theory is ωB97M-V/def2-TZVPD.

charge = +1
HOMO = -14.52 eV
E_LUMO = -5.801 eV

Each line ends with the Mulliken charge.
Atoms and positions in Å:
C (-1.56, -0.03, 0.02)  0.513
C (-1.16, -1.45, 0.07)  -0.465
C (-2.64, 0.92, -0.12)  -0.974
C (2.74, -0.26, -0.21)  -0.782
C (1.86, 0.74, 0.31)  0.066
N (-0.34, -0.23, 0.20)  -0.314
H (-1.33, -2.04, 0.96)  0.242
H (-1.09, -2.01, -0.86)  0.243
H (-2.27, 1.92, -0.32)  0.308
H (-3.22, 0.93, 0.80)  0.292
H (-3.31, 0.59, -0.92)  0.309
H (3.75, 0.18, -0.09)  0.359
H (2.77, -1.18, 0.38)  0.317
H (2.61, -0.45, -1.27)  0.310
H (1.49, 1.53, -0.32)  0.289
H (1.71, 0.84, 1.38)  0.286

---

Bottom line: model w, by a margin of 1.151 eV.